This record from the OMol25 dataset describes a 2-piece molecular cluster, C6H16N overall. The level of theory is ωB97M-V/def2-TZVPD.

## Properties
⟨S²⟩ = 0.754
E_HOMO (alpha / beta) = -8.1 / -9.9 eV
total energy = -292.85543 a.u.
ΔE to the lowest compared entry with this formula, charge and spin = 17.8 kcal/mol

The geometry in ORCA input format:
```
! RIJCOSX wB97M-V def2-TZVPD def2/J DEFGRID3
* xyz 0 2
C -2.64 -0.68 0.83
C -1.36 0.21 0.91
C -0.37 0.02 -0.29
C -1.09 0.03 -1.67
C 0.77 0.97 -0.12
C 1.97 0.90 -1.09
N 2.31 -1.18 1.23
H -2.55 -1.25 -0.07
H -3.56 -0.30 1.28
H -2.39 -1.50 1.53
H -1.57 1.28 0.86
H 0.01 -1.02 -0.28
H -1.68 -0.89 -1.74
H -0.29 0.14 -2.40
H -1.69 0.93 -1.83
H 1.83 -0.34 0.87
H 0.45 1.95 0.24
H 2.46 -0.06 -0.94
H 2.70 1.60 -0.67
H 1.81 1.24 -2.12
H -0.75 -0.04 1.77
H 2.11 -1.40 2.19
H 3.29 -0.90 1.21
*
```

This record from the OMol25 dataset describes a 2-piece molecular cluster, C6H16N overall. The level of theory is ωB97M-V/def2-TZVPD.

## Properties
⟨S²⟩ = 0.753
E_HOMO (alpha / beta) = -5.1 / -10.5 eV
total energy = -292.86853 a.u.
ΔE to the lowest compared entry with this formula, charge and spin = 9.6 kcal/mol

The geometry in ORCA input format:
```
! RIJCOSX wB97M-V def2-TZVPD def2/J DEFGRID3
* xyz 0 2
C -0.77 -1.64 -2.42
C -1.35 -1.41 -1.03
C -0.11 -2.29 0.89
N -0.28 -1.41 -0.03
H -0.05 -0.83 -2.65
H -0.30 -2.57 -2.51
H -1.58 -1.59 -3.13
H -1.86 -0.45 -0.93
H -2.04 -2.23 -0.74
H 0.74 -2.19 1.53
H -0.85 -3.09 0.97
H 0.38 -0.59 -0.03
C 0.08 2.21 -0.15
C 0.41 2.16 1.35
C 1.58 1.24 1.68
H 0.97 2.48 -0.73
H -0.72 2.94 -0.37
H -0.25 1.25 -0.57
H -0.45 1.88 1.94
H 0.66 3.17 1.65
H 1.91 1.36 2.74
H 1.37 0.17 1.53
H 2.51 1.45 1.03
*
```

This record from the OMol25 dataset describes an isolated ion of composition C6H16N and charge +1. The level of theory is ωB97M-V/def2-TZVPD.

## Properties
E_HOMO = -14.7 eV
total energy = -292.71114 a.u.
SMILES = CCCC[C@@H](C)[NH3+]
ΔE to the lowest compared entry with this formula, charge and spin = 8.2 kcal/mol

The geometry in ORCA input format:
```
! RIJCOSX wB97M-V def2-TZVPD def2/J DEFGRID3
* xyz 1 1
C 2.00 1.78 1.45
C 1.87 0.69 0.40
C 0.91 -0.41 0.86
C -0.57 -0.11 0.56
C -0.91 -0.54 -0.85
C -1.23 -2.00 -1.10
N -2.05 0.38 -1.36
H 2.32 1.37 2.41
H 2.73 2.57 1.22
H 1.07 2.32 1.66
H 1.59 1.10 -0.58
H 2.87 0.27 0.22
H 1.06 -0.58 1.93
H 1.21 -1.36 0.43
H -1.08 -0.74 1.30
H -0.79 0.92 0.86
H -0.08 -0.20 -1.44
H -0.54 -2.36 -1.85
H -2.25 -2.17 -1.47
H -1.14 -2.63 -0.22
H -2.52 -0.04 -2.17
H -1.66 1.30 -1.57
H -2.82 0.44 -0.70
*
```

This record from the OMol25 dataset describes a 3-piece molecular cluster, C6H16N overall. The level of theory is ωB97M-V/def2-TZVPD.

## Properties
⟨S²⟩ = 0.755
E_HOMO (alpha / beta) = -18.4 / -18.4 eV
total energy = -292.08425 a.u.
ΔE to the lowest compared entry with this formula, charge and spin = 114.3 kcal/mol

The geometry in ORCA input format:
```
! RIJCOSX wB97M-V def2-TZVPD def2/J DEFGRID3
* xyz 2 2
C -0.72 0.66 -1.77
C -1.26 -0.24 -0.67
C -1.18 0.11 0.65
C 0.07 -1.82 0.20
C -0.40 1.18 1.35
C -1.26 2.42 1.50
N 3.17 -2.14 -0.96
H -0.64 0.08 -2.70
H 0.27 1.01 -1.48
H -1.39 1.52 -2.01
H -1.96 -0.99 -0.98
H -1.98 -0.26 1.30
H -0.02 -1.99 1.27
H 0.97 -1.25 0.09
H -0.29 -2.37 -0.68
H 0.47 1.45 0.71
H 0.14 0.87 2.26
H -2.05 2.23 2.24
H -1.81 2.46 0.53
H -0.78 3.40 1.66
H 3.32 -2.66 -0.07
H 3.78 -2.48 -1.72
H 3.55 -1.19 -0.73
*
```

This record from the OMol25 dataset describes one molecule with the formula C6H16N2. The level of theory is ωB97M-V/def2-TZVPD.

## Properties
E_HOMO = -8.5 eV
total energy = -347.65123 a.u.
SMILES = CCNCCN(C)C
ΔE to the lowest compared entry with this formula, charge and spin = 46.2 kcal/mol

The geometry in ORCA input format:
```
! RIJCOSX wB97M-V def2-TZVPD def2/J DEFGRID3
* xyz 0 1
C -0.43 3.11 -1.69
C -0.23 1.58 -1.85
N -1.26 0.91 -1.03
C -0.73 0.46 0.28
C -0.54 -1.08 0.39
N 0.55 -1.29 1.35
C 0.48 -2.60 2.00
C 1.83 -1.04 0.70
H -1.05 3.44 -2.53
H -1.10 3.30 -0.87
H 0.51 3.65 -1.64
H -0.17 1.23 -2.88
H 0.78 1.36 -1.46
H -1.50 0.08 -1.55
H -1.50 0.69 1.02
H 0.04 1.16 0.60
H -0.30 -1.47 -0.61
H -1.46 -1.40 0.85
H 0.44 -3.38 1.24
H -0.25 -2.58 2.80
H 1.42 -2.75 2.54
H 1.82 -1.27 -0.36
H 2.23 -0.04 0.85
H 2.56 -1.69 1.17
*
```

This record from the OMol25 dataset describes C6H16N2 as an isolated structure. The level of theory is ωB97M-V/def2-TZVPD.

## Properties
E_HOMO (alpha / beta) = -6.6 / -6.6 eV
total energy = -347.44351 a.u.
ΔE to the lowest compared entry with this formula, charge and spin = 176.5 kcal/mol

The geometry in ORCA input format:
```
! RIJCOSX wB97M-V def2-TZVPD def2/J DEFGRID3
* xyz 0 1
C 1.64 0.61 0.09
C 3.06 0.09 0.13
C 0.79 -0.01 1.75
N 0.80 0.21 -0.92
H 1.57 1.67 0.30
H 1.10 -0.73 -1.17
H -0.37 -0.54 -1.48
H 3.50 0.25 1.11
H 3.68 0.55 -0.65
H 3.08 -0.99 -0.03
H 0.55 0.96 2.16
H 0.14 -0.82 2.10
H 1.71 -0.39 2.20
C -2.63 -0.86 -1.58
N -1.42 1.46 0.01
C -1.74 0.22 0.46
C -1.55 -0.84 -0.49
H -0.42 1.31 -0.66
H -1.40 2.16 0.75
H -2.03 0.05 1.49
H -1.43 -1.80 0.00
H -2.66 -1.84 -2.06
H -3.63 -0.62 -1.23
H -2.33 -0.10 -2.30
*
```